ORCA calculation (ωB97M-V with the def2-TZVPD basis set) on an isolated molecule of C12H19OP at a distorted geometry.

ΔE to the lowest compared entry with this formula, charge and spin	91.8	kcal/mol
maximum force	0.1285	hartree/bohr
E_HOMO	-8.5	eV
gap between HOMO and LUMO	0.313	Ha
E	-885.0479	hartree
charge	0

```
33
C12H19OP (ωB97M-V with the def2-TZVPD basis set)
P 0.324 -0.283 2.054
O -0.861 1.736 -1.920
C 4.078 -0.137 -1.535
C -1.120 -2.179 0.538
C -1.339 2.653 0.268
C -3.009 -0.044 0.421
C -1.273 1.593 -0.803
C 2.809 0.224 0.656
C -2.672 -0.738 -0.894
C 1.617 0.917 1.368
C -0.195 -0.927 0.465
C -1.842 0.411 -0.339
C 2.845 0.259 -0.710
C -2.097 -2.199 -0.714
H -1.644 -2.019 1.444
H 1.177 1.657 0.713
H -1.929 3.461 -0.050
H -0.515 -3.112 0.478
H 0.423 -0.773 -0.438
H -1.713 2.103 1.160
H -3.027 -0.437 1.407
H -1.645 -2.539 -1.616
H 4.948 -0.050 -0.847
H -0.277 2.969 0.343
H 4.056 -1.157 -1.892
H -3.340 -0.573 -1.728
H 1.329 -1.248 2.415
H 1.903 1.367 2.368
H -3.889 0.633 0.337
H 2.028 0.823 -1.244
H 3.575 -0.012 1.367
H -2.983 -2.815 -0.538
H 4.259 0.435 -2.535
```